1.
# C4H6N2O

The molecule C4H6N2O (ωB97M-V with the def2-TZVPD basis set, OMol25).

Calculated values
Largest force on an atom (Eh/bohr): 0.15254
DFT total energy (a.u.): -340.59916
Structure (SMILES): O=C/N=C\N1CC1

```
! wB97M-V def2-TZVPD RIJCOSX def2/J DEFGRID3
* xyz 0 1
C -2.044 0.233 0.186
C 0.121 1.350 -0.093
C 1.695 -0.397 -0.397
C 0.381 -0.919 0.238
H -2.747 0.197 1.251
H 0.542 2.252 -0.716
H 1.799 -0.194 -1.352
H 2.788 -0.741 -0.088
H 0.408 -1.453 1.298
H -0.352 -1.214 -0.476
N -1.228 1.279 -0.117
N 0.973 0.458 0.610
O -2.337 -0.850 -0.343
*
```

Atomic partial charges in e from the natural (NBO) method, atoms 1 to 4: 0.52 0.33 -0.24 -0.29

2.
# C19H16BCdF4N7OS2

A structure of composition C19H16BCdF4N7OS2 (ωB97M-V with the def2-TZVPD basis set, OMol25).

Calculated values
Largest force on an atom (Eh/bohr): 0.00938
DFT total energy (a.u.): -2581.00330

```
! wB97M-V def2-TZVPD RIJCOSX def2/J DEFGRID3
* xyz -2 1
Cd 1.208 -0.398 0.042
S 2.984 -1.054 -1.697
C 4.258 -1.566 -0.626
C 5.385 -2.175 -1.286
N 6.268 -2.672 -1.838
C 4.283 -1.449 0.733
S 3.046 -0.796 1.765
C 5.459 -1.913 1.432
N 6.387 -2.275 2.012
O -0.215 -0.862 1.740
C -0.814 0.012 2.493
C -0.431 0.157 3.849
C -0.972 1.133 4.664
C -1.920 2.029 4.172
C -2.337 1.887 2.856
C -1.839 0.878 2.030
C -2.413 0.727 0.677
N -3.012 -0.340 0.181
C -3.534 0.055 -1.029
C -3.240 1.363 -1.276
N -2.523 1.778 -0.182
H 0.353 -0.500 4.209
H -0.642 1.215 5.694
H -2.322 2.819 4.795
H -3.097 2.554 2.462
H -4.078 -0.633 -1.661
H -3.429 2.003 -2.122
H -2.018 2.648 -0.077
C -1.532 -3.476 1.413
C -0.446 -3.416 0.437
N 0.413 -3.337 -0.324
H -1.528 -2.520 1.934
H -1.365 -4.295 2.111
H -2.484 -3.606 0.903
C 0.151 -2.078 -3.268
C 0.083 -0.593 -3.165
N -0.032 0.124 -2.067
C -0.114 1.447 -2.460
C -0.042 1.529 -3.810
N 0.075 0.221 -4.248
H 0.703 -2.483 -2.423
H 0.657 -2.377 -4.188
H -0.856 -2.506 -3.259
H -0.195 2.246 -1.750
H -0.032 2.374 -4.478
H 0.202 -0.080 -5.193
F -0.268 3.982 0.027
B 1.128 3.651 -0.036
F 1.832 4.375 0.930
F 1.604 3.953 -1.327
F 1.251 2.242 0.227
*
```

Atomic partial charges in e from the natural (NBO) method, atoms 1 to 4: 1.59 -0.47 -0.31 0.31

3.
# C29H26N2O4S

The molecule C29H26N2O4S (ωB97M-V with the def2-TZVPD basis set, OMol25).

Calculated values
Largest force on an atom (Eh/bohr): 0.02484
DFT total energy (a.u.): -1929.37674
Structure (SMILES): O=C(NCc1ccccc1)[C@@H](c1ccccc1)N(Cc1ccc2c(c1)OCO2)C(=O)Cc1cccs1

```
! wB97M-V def2-TZVPD RIJCOSX def2/J DEFGRID3
* xyz 0 1
O -1.170 -1.999 0.707
C -1.615 -0.933 0.334
N -2.818 -0.455 0.674
H -3.055 0.493 0.424
C -3.677 -1.124 1.626
C -5.027 -1.392 1.014
C -6.195 -0.950 1.617
C -7.425 -1.197 1.030
C -7.496 -1.882 -0.171
C -6.333 -2.324 -0.781
C -5.107 -2.082 -0.190
H -4.198 -2.433 -0.656
H -6.385 -2.863 -1.716
H -8.455 -2.073 -0.630
H -8.329 -0.852 1.510
H -6.144 -0.413 2.553
H -3.775 -0.518 2.532
H -3.178 -2.063 1.884
C -0.823 -0.107 -0.717
N 0.458 0.274 -0.142
C 0.479 0.671 1.150
O -0.542 0.767 1.806
C 1.837 1.045 1.735
C 2.192 2.434 1.320
C 1.434 3.557 1.444
C 2.068 4.715 0.939
C 3.301 4.459 0.437
S 3.719 2.795 0.572
H 4.001 5.140 -0.004
H 1.622 5.693 0.953
H 0.455 3.552 1.889
H 1.726 1.004 2.822
H 2.606 0.335 1.430
C 1.634 0.196 -0.981
C 2.543 -0.972 -0.660
C 2.046 -2.129 -0.080
C 2.872 -3.215 0.203
C 4.201 -3.097 -0.122
C 4.706 -1.934 -0.705
C 3.901 -0.858 -0.980
H 4.302 0.040 -1.422
O 6.051 -2.078 -0.919
C 6.379 -3.370 -0.454
O 5.219 -3.999 0.044
H 7.130 -3.292 0.349
H 6.796 -3.965 -1.282
H 2.483 -4.109 0.657
H 1.000 -2.199 0.178
H 1.294 0.110 -2.018
H 2.202 1.129 -0.913
C -1.589 1.057 -1.295
C -1.242 2.376 -1.038
C -1.982 3.413 -1.582
C -3.075 3.145 -2.386
C -3.426 1.831 -2.652
C -2.686 0.795 -2.113
H -2.960 -0.229 -2.322
H -4.276 1.613 -3.281
H -3.651 3.955 -2.807
H -1.699 4.434 -1.375
H -0.392 2.601 -0.412
H -0.616 -0.827 -1.519
*
```

Atomic partial charges in e from the natural (NBO) method, atoms 1 to 4: -0.65 0.72 -0.61 0.41

4.
# C6H6F6O

The molecule C6H6F6O (ωB97M-V with the def2-TZVPD basis set, OMol25).

Calculated values
Largest force on an atom (Eh/bohr): 0.07796
DFT total energy (a.u.): -906.60809
Structure (SMILES): C=CCOC(F)(F)[C@@H](F)C(F)(F)F

```
! wB97M-V def2-TZVPD RIJCOSX def2/J DEFGRID3
* xyz 0 1
F -1.995 -1.232 -1.296
F -1.154 -2.906 -0.028
F -3.013 -1.889 0.657
F 0.928 -1.008 -0.561
F -0.464 0.759 -0.968
F -1.655 0.161 1.398
O 1.088 0.721 0.926
C 2.498 2.975 2.129
C 2.586 2.668 0.780
C 2.006 1.461 0.062
C -1.837 -1.736 -0.028
C 0.136 -0.032 0.075
C -0.928 -0.804 0.840
H 2.951 3.899 2.521
H 2.005 2.246 2.816
H 2.930 3.530 0.222
H 1.496 1.849 -0.865
H 2.838 0.790 -0.200
H -0.361 -1.400 1.575
*
```

Atomic partial charges in e from the natural (NBO) method, atoms 1 to 4: -0.30 -0.31 -0.30 -0.35

Relative energy (zero: lowest compared OMol25 entry of this formula, charge and spin) for every record listed, in sequence, given in kcal/mol: 122.8 16.7 2.4 0.0.